i:
Molecular formula: C2H6NOS
Method: DFT, ωB97M-V/def2-TZVPD

- charge = +1

Each line ends with the natural charge from an NBO analysis.
Element x y z (Å)
C1 -2.877 0.729 -0.590  -0.31
C2 1.651 0.144 0.610  0.57
N1 2.173 -0.628 -0.333  -0.73
O1 0.438 0.412 0.768  -0.59
S1 -1.779 -0.429 -1.027  0.08
H1 -0.213 0.114 -0.084  0.44
H2 2.326 0.483 1.532  0.23
H3 -3.663 1.087 -1.200  0.23
H4 3.137 -0.858 -0.192  0.43
H5 -2.751 1.093 0.394  0.21
H6 1.730 -1.162 -1.042  0.44


ii:
Molecular formula: C2H6NOS
Method: DFT, ωB97M-V/def2-TZVPD

- charge = +1

Each line ends with the natural charge from an NBO analysis.
Element x y z (Å)
C1 -1.325 0.425 0.072  -0.03
C2 1.066 -0.329 -0.054  -0.43
N1 -0.438 -0.536 -0.078  -0.08
O1 -0.869 -1.820 0.007  -0.49
S1 -2.923 0.136 -0.088  0.32
H1 -0.306 1.822 0.446  0.31
H2 1.368 0.608 -0.566  0.25
H3 1.485 -1.193 -0.467  0.23
H4 1.466 -0.256 1.015  0.25
H5 -0.235 -2.402 -0.373  0.50
H6 -3.352 1.350 0.054  0.17


The least stable of them is ii.


i:
Molecular formula: C2H2BrI
Method: DFT, ωB97M-V/def2-TZVPD

- SMILES = C#CBr.I

Each line ends with the natural charge from an NBO analysis.
Element x y z (Å)
C1 -1.795 -1.339 -0.543  -0.24
C2 -0.814 -0.770 -0.994  -0.20
Br1 0.830 -0.239 -1.559  0.20
I1 2.881 1.652 1.496  -0.09
H1 -2.702 -1.721 -0.201  0.24
H2 1.600 2.417 1.801  0.09


ii:
Molecular formula: C2H2BrI
Method: DFT, ωB97M-V/def2-TZVPD

Each line ends with the natural charge from an NBO analysis.
Element x y z (Å)
C1 0.855 0.216 0.003  -0.50
C2 -0.290 -0.394 0.045  -0.08
Br1 -0.873 -2.114 -0.011  0.22
I1 -2.412 1.346 -0.012  -0.13
H1 0.936 1.288 0.033  0.25
H2 1.784 -0.343 -0.057  0.24


The least stable of them is i.


i:
Molecular formula: C3H11N2O
Method: DFT, ωB97M-V/def2-TZVPD

- charge = +1

Each line ends with the natural charge from an NBO analysis.
Element x y z (Å)
C1 -0.830 -2.023 -1.036  -0.61
C2 -1.076 -0.419 -0.763  -0.24
N1 -0.786 0.118 0.559  -0.50
C3 -0.272 1.291 0.959  0.45
N2 0.160 1.743 2.188  -0.74
H1 0.140 -2.312 -0.684  0.22
H2 -0.845 -1.954 -2.160  0.24
H3 -1.573 -2.728 -0.754  0.24
H4 -2.113 -0.208 -0.971  0.22
H5 -0.575 0.140 -1.549  0.22
H6 -0.754 -0.714 1.188  0.43
H7 -0.102 1.979 0.198  0.21
H8 -0.046 1.155 2.963  0.41
H9 1.050 2.200 2.214  0.44
H10 2.676 1.333 -1.038  0.49
H11 2.601 -0.236 -0.842  0.49
O1 2.347 0.636 -0.471  -0.98


ii:
Molecular formula: C3H11N2O
Method: DFT, ωB97M-V/def2-TZVPD

- charge = +1

Each line ends with the natural charge from an NBO analysis.
Element x y z (Å)
C1 1.850 1.001 1.426  -0.64
C2 0.997 -0.154 0.883  -0.24
N1 -0.278 0.445 0.404  -0.48
C3 -1.297 -0.342 0.298  0.43
N2 -2.411 -0.001 -0.334  -0.76
H1 2.919 0.879 1.230  0.24
H2 1.596 1.975 1.039  0.21
H3 1.859 1.037 2.513  0.24
H4 1.407 -0.849 0.161  0.25
H5 0.783 -0.721 1.788  0.22
H6 -0.281 1.340 -0.062  0.42
H7 -1.245 -1.309 0.779  0.23
H8 -2.787 0.909 -0.549  0.43
H9 -2.875 -0.743 -0.836  0.43
H10 1.261 -0.123 -2.420  0.48
H11 1.152 -1.656 -2.543  0.49
O1 0.738 -0.882 -2.146  -0.97


iii:
Molecular formula: C3H11N2O
Method: DFT, ωB97M-V/def2-TZVPD

- charge = +1

Each line ends with the natural charge from an NBO analysis.
Element x y z (Å)
C1 2.102 0.938 1.062  -0.72
C2 1.332 0.800 -0.223  0.71
O1 0.251 0.210 -0.269  -0.75
N1 1.902 1.305 -1.320  -0.77
H1 1.504 1.464 1.801  0.25
H2 3.009 1.537 1.037  0.24
H3 1.421 1.187 -2.196  0.41
H4 2.764 1.815 -1.292  0.42
H5 2.308 -0.085 1.378  0.25
C3 -2.252 -1.432 -0.666  -0.42
N2 -1.968 -0.851 0.653  -0.67
H6 -1.382 -1.475 1.210  0.44
H7 -1.387 -0.007 0.545  0.48
H8 -2.806 -0.705 1.212  0.43
H9 -1.300 -1.479 -1.167  0.25
H10 -2.870 -0.782 -1.221  0.23
H11 -2.627 -2.440 -0.543  0.23


The least stable of them is i.


i:
Molecular formula: H4O3SSi
Method: DFT, ωB97M-V/def2-TZVPD

- SMILES = O[Si](O)=S.O

Each line ends with the natural charge from an NBO analysis.
Element x y z (Å)
O1 -1.320 0.281 -0.700  -1.08
O2 -3.123 1.970 0.325  -1.07
O3 1.032 -1.863 0.458  -0.94
Si1 -2.826 0.422 -0.140  1.87
S1 -4.176 -0.978 0.158  -0.74
H1 -0.988 1.091 -1.150  0.52
H2 -3.984 2.198 0.312  0.50
H3 0.690 -2.368 -0.244  0.47
H4 0.568 -2.107 1.250  0.47


ii:
Molecular formula: H4O3SSi
Method: DFT, ωB97M-V/def2-TZVPD

Each line ends with the natural charge from an NBO analysis.
Element x y z (Å)
O1 -0.539 1.409 1.036  -1.09
O2 -1.103 0.236 -1.471  -1.12
O3 -0.884 -1.108 0.971  -1.08
Si1 -0.534 0.144 0.017  2.32
S1 2.556 -0.230 -0.172  -0.70
H1 0.279 1.873 0.939  0.52
H2 -1.377 1.096 -1.902  0.54
H3 -0.517 -1.923 0.886  0.51
H4 2.120 -1.498 -0.305  0.11


The least stable of them is ii.